A 3-piece molecular cluster, C36H55BF7NO9P overall, computed with wB97M-V/def2-TZVPD.

Geometry as XYZ:
```
110
Properties=species:S:1:pos:R:3
C 1.36891 -4.93641 1.93306
C 1.33378 -3.74369 1.00333
C -0.15424 -3.13562 0.66781
C -0.53677 -1.80977 1.61498
C 0.54019 -1.25118 2.76662
O 0.37373 -1.54566 4.07727
O 1.67642 -0.41163 2.26012
C 2.94763 -0.84136 2.89637
C 4.26820 -0.57022 1.95491
P 5.32825 -2.15396 1.62833
O 4.87323 -2.82573 0.24084
O 5.09266 -3.19551 3.00397
C 5.43481 -4.59703 2.71382
C 4.67995 -5.50391 3.89622
O 7.03686 -1.83766 1.47460
C 7.31202 -0.64458 0.65758
C 7.14200 -0.88860 -0.97114
C -1.99579 -1.12957 1.33437
C -2.38351 0.15339 2.31993
C -1.68841 1.56868 1.86857
C -0.95922 2.46130 3.07994
C -0.21755 3.90549 2.85285
C -0.19354 4.54984 1.32810
C 0.51914 6.02173 1.16684
C -0.88586 3.66608 0.13315
C -1.63800 2.19346 0.35142
C -2.92369 -1.74508 0.14686
C -4.38294 -0.97319 -0.12788
N -2.51870 -2.96475 -0.69623
B -3.57128 -3.31578 -1.76040
O -4.56600 -4.36137 -1.35491
O -3.69044 -2.67806 -3.08584
C -4.57987 -3.42511 -3.99048
C -4.46302 -3.00861 -5.57530
C -1.19568 -3.73430 -0.49772
C -0.82626 -5.06273 -1.40348
F -1.90882 -6.12340 -1.37284
F 0.35262 -5.84253 -0.94651
C -0.45737 -4.68272 -2.99280
F -1.58327 -4.95308 -3.92856
F 0.63455 -5.63336 -3.43249
C 0.20922 -3.18213 -3.15397
F -0.76521 -2.06971 -3.17766
F 0.85968 -3.18361 -4.51837
F 1.35491 -2.94083 -2.19986
H 0.86782 -4.85329 2.98820
H 1.82829 -5.96068 1.60272
H 2.30796 -3.23124 0.56596
H 2.79374 -1.97277 3.19443
H 3.07258 -0.19589 3.89127
H 4.96282 0.18493 2.56118
H 4.01028 -0.00362 0.93654
H 5.04123 -5.00024 1.68676
H 6.60554 -4.75276 2.84331
H 5.51551 -6.10315 4.48598
H 3.88980 -6.19209 3.36862
H 4.09983 -4.75951 4.59830
H 6.73771 0.32950 1.01269
H 8.46762 -0.39491 0.81676
H 7.49826 -1.95697 -1.31746
H 5.98743 -0.74355 -1.22409
H 7.72256 -0.08237 -1.60610
H -1.92576 -0.11222 3.39018
H -3.55777 0.23400 2.51747
H -0.98324 2.02217 4.17185
H 0.25958 4.43928 3.80507
H 1.42064 6.08234 1.93860
H -0.24885 6.85535 1.52845
H 0.87429 6.27898 0.07646
H -0.85767 4.12574 -0.96301
H -2.13596 1.61274 -0.54798
H -4.42860 -0.49361 -1.22053
H -5.30953 -1.69906 0.07337
H -4.55385 -0.06188 0.60378
H -4.09761 -4.87796 -0.63538
H -5.69732 -3.16272 -3.66475
H -4.41916 -4.60737 -3.95007
H -3.78693 -3.80851 -6.12697
H -4.00487 -1.94907 -5.77589
H -5.52198 -3.07007 -6.12269
C -2.46419 5.95474 6.23290
C -1.94884 6.82684 5.09924
O -2.54451 6.52992 3.83863
C -3.95941 6.68379 3.75351
C -4.43242 8.09750 4.04675
H -2.29829 4.89445 6.00620
H -1.94959 6.20033 7.16770
H -3.53505 6.08949 6.39657
H -0.87360 6.65562 4.98627
H -2.06837 7.88880 5.33308
H -4.45729 5.95718 4.40400
H -4.24241 6.42272 2.72701
H -4.18300 8.41020 5.06326
H -5.51820 8.16726 3.93036
H -3.96007 8.80885 3.36047
C -0.12444 -0.37465 -5.65757
C -0.32994 0.34412 -6.98137
O -1.04420 1.57143 -6.85615
C -0.45000 2.56984 -6.02972
C 0.92643 3.00554 -6.50289
H -1.08981 -0.57660 -5.17758
H 0.39642 -1.32472 -5.81587
H 0.46908 0.21855 -4.95934
H -0.92271 -0.29800 -7.64054
H 0.62335 0.51184 -7.49111
H -0.42129 2.22970 -4.98932
H -1.12147 3.43621 -6.05198
H 1.64244 2.18058 -6.49457
H 1.31795 3.79712 -5.85681
H 0.87568 3.38431 -7.52958
```

For the total energy, the calculation gives -87096.376 eV. As for the total charge: +1. The molar mass is 820.6 g/mol.

Atom charges from the Löwdin analysis, given in e for atoms 1 to 2: C 0.04; C -0.12